(1)
Entry from the Open Molecules 2025 dataset: a single C4H6N4 molecule at a distorted geometry (the ωB97M-V functional and the def2-TZVPD basis).

Element x y z (Å)
C: -2.504 0.344 0.072
H: -2.206 1.671 -1.762
N: 3.149 -0.438 -0.252
H: -1.256 -0.888 1.653
C: -1.430 -0.296 0.813
H: -3.590 0.057 0.235
N: -0.381 -0.069 0.011
H: 0.960 -1.184 1.056
H: 3.793 0.299 -0.337
N: 1.900 0.050 -0.463
C: 0.916 -0.462 0.241
H: 3.197 -0.802 0.696
C: -1.900 1.027 -0.919
N: -0.647 0.692 -1.045

Calculated values
Energy relative to the best compared isomer or geometry (same formula, charge and spin) in kcal/mol: 71.5
Net charge: 0
Structure (SMILES): N/N=C/n1cccn1
Kohn-Sham gap in eV: 9.36
HOMO in eV: -8.49
LUMO level in Eh: 0.0319

---

(2)
Entry from the Open Molecules 2025 dataset: a molecular structure, C43H67BaIN12O2 at a distorted geometry (the ωB97M-V functional and the def2-TZVPD basis).

Element x y z (Å)
H: -2.966 -6.424 1.458
H: -3.307 -0.891 0.645
H: -1.486 -4.795 -2.034
H: -4.395 4.530 2.887
C: 3.811 -2.619 -0.095
H: -4.488 3.433 -0.743
H: -2.703 3.005 -4.512
N: 1.965 1.315 -2.822
N: -2.971 0.887 -2.948
C: 4.330 2.283 -2.315
C: 5.772 -4.054 -0.658
H: 2.582 0.429 1.658
H: 0.654 1.483 1.971
H: 3.785 -1.748 -3.290
C: 1.234 5.107 -0.450
N: -2.583 -4.572 2.343
H: 1.460 -2.141 -1.578
H: -1.988 4.452 -1.169
H: 0.760 -0.431 -5.206
C: -0.924 2.473 -5.584
C: -0.197 -2.825 2.272
C: 1.870 4.934 1.859
C: -0.981 0.105 -4.103
O: 2.939 2.373 0.893
C: -3.366 4.191 3.063
H: -2.459 -5.664 4.102
H: -4.009 0.908 2.729
H: 5.044 -1.476 -2.070
H: 6.208 2.599 -3.347
H: -3.876 1.224 -3.237
C: 3.969 -1.597 -2.225
H: -1.657 -0.267 2.307
C: -1.735 -3.545 -3.764
H: 5.282 -4.092 -1.621
H: -4.209 4.926 0.169
H: 0.514 0.996 3.631
N: 0.851 -0.571 2.260
H: 4.213 3.305 -1.950
C: -1.927 2.260 -4.653
H: -4.270 -5.839 2.511
H: 5.902 -5.075 -0.289
H: 2.577 -0.045 3.353
H: 2.212 4.333 2.692
H: -5.616 -2.176 2.413
C: 1.673 6.298 2.023
H: -2.298 2.727 -1.510
Ba: 0.176 0.198 0.065
C: -0.929 -2.752 -1.646
H: -2.113 -4.339 -4.397
C: -4.568 -2.321 2.679
H: 2.946 -2.423 2.637
H: 1.063 4.630 -1.408
N: -3.156 2.811 2.669
H: 1.190 -2.057 3.730
I: 1.038 9.142 1.158
H: -5.164 2.229 2.963
C: 5.567 -3.200 1.595
H: 0.839 1.672 -6.512
C: 2.087 -3.021 -1.743
C: -2.507 2.528 1.454
H: -2.685 4.840 2.519
C: 0.013 0.337 -5.045
H: -0.701 -3.007 -0.609
H: -4.509 -3.063 3.477
N: 4.953 -3.295 0.282
C: -0.749 -1.425 -2.079
H: 4.776 2.855 -4.360
H: -0.979 -5.716 3.132
C: 1.897 2.852 0.431
C: -1.389 -3.793 -2.445
O: 0.998 2.210 -0.196
H: 4.841 -3.262 2.399
H: -4.015 -5.099 0.922
H: 1.976 -3.331 -2.783
C: 0.378 -1.674 3.106
H: 1.835 6.761 2.987
H: -4.170 -1.372 3.064
N: -1.545 -2.473 1.885
N: 3.500 -2.766 -1.487
H: -1.411 -4.252 4.049
C: -1.284 0.751 2.459
H: -4.052 1.791 4.268
C: -1.949 3.441 -0.756
H: 6.151 -2.281 1.712
H: -0.120 -3.760 2.835
C: -1.092 -1.228 -3.435
H: 3.441 -0.688 -1.907
C: -4.139 3.836 0.212
C: 2.298 -0.377 2.339
H: 0.753 7.079 -1.151
C: 0.239 0.708 2.607
C: -1.961 1.084 -3.904
H: -0.922 3.202 -0.513
H: 5.279 1.215 -3.944
C: -3.855 -1.817 0.427
H: -0.922 3.387 -6.166
H: -2.995 -0.060 -2.595
H: -4.898 -1.569 0.220
C: -2.542 -3.260 1.910
H: 4.775 1.695 -1.512
N: -3.828 -2.780 1.516
N: 3.018 -1.900 0.598
H: -0.408 -1.334 3.785
C: -4.143 1.887 3.182
H: -4.804 3.471 0.991
H: 6.761 -3.598 -0.765
H: -3.421 -2.262 -0.463
H: -1.862 -2.037 -5.277
C: 1.058 6.475 -0.307
C: -3.516 -5.534 1.778
C: 1.278 7.054 0.932
H: 0.416 -2.930 1.368
C: -1.807 -5.073 3.453
C: 0.055 1.511 -5.782
N: -1.677 1.551 1.321
H: 6.254 -4.037 1.709
C: 1.652 4.334 0.627
H: -3.162 4.288 4.133
H: 1.745 -3.835 -1.104
N: -2.769 3.407 0.441
C: 5.206 2.237 -3.573
C: 3.178 -1.564 1.994
C: -1.588 -2.256 -4.249
C: 3.003 1.748 -2.586
H: -1.725 1.114 3.391
H: 4.194 -1.232 2.227

Calculated values
Energy relative to the best compared isomer or geometry (same formula, charge and spin) in kcal/mol: 81.4
Net charge: 0
Kohn-Sham gap in eV: 6.48
HOMO in eV: -6.33
LUMO level in Eh: 0.0054

---

(3)
Entry from the Open Molecules 2025 dataset: a molecular structure, C28H30N2O8SeTi at a distorted geometry (the ωB97M-V functional and the def2-TZVPD basis).

Element x y z (Å)
H: -1.893 -1.384 -2.630
H: -2.934 1.207 0.343
C: 2.884 1.406 -4.860
C: -2.511 -2.160 -0.707
H: 1.637 1.750 -1.158
C: 1.170 -0.907 4.649
C: -2.600 0.736 1.256
H: -3.090 1.204 2.114
H: -1.709 0.699 -3.138
H: -1.995 3.080 -2.639
H: -0.590 3.870 0.011
H: -1.217 2.713 2.311
C: -1.156 0.330 5.506
O: 3.293 3.745 -2.211
H: -1.935 -0.108 3.569
O: -1.278 2.161 -0.928
H: -2.921 -1.183 2.193
C: 2.038 0.454 -4.291
H: 0.288 2.232 1.506
C: 4.132 4.329 -3.202
H: 2.404 -5.086 -1.602
H: 1.356 -2.904 -1.864
H: -2.073 0.805 5.830
H: -3.415 1.166 -3.264
C: 1.966 1.669 -2.183
H: 3.794 5.342 -3.419
Se: 2.249 0.195 1.222
H: 2.082 -1.351 4.275
H: 1.718 -0.409 -4.859
C: -0.075 0.228 6.367
N: 0.636 -2.639 2.635
C: 2.005 -4.582 -0.729
C: 1.585 0.582 -2.984
H: -3.435 -2.648 -0.398
C: -1.265 3.026 0.179
H: -2.268 3.435 0.345
N: 0.151 -1.488 2.509
O: 0.246 -0.288 -1.206
C: 1.412 -3.334 -0.874
Ti: 0.216 -0.694 0.509
H: -3.215 2.714 -1.403
C: 0.888 -2.648 0.220
H: -0.139 0.621 7.374
C: -1.079 -0.192 4.220
C: -2.941 -0.737 1.202
C: -2.745 -1.289 -1.962
C: 0.071 -0.839 3.797
C: 3.240 2.467 -4.064
H: -3.643 -1.652 -2.473
C: 0.645 -0.443 -2.459
C: 1.602 -4.542 1.627
C: -2.298 2.348 -1.883
O: -2.926 0.065 -1.583
H: 3.245 1.315 -5.877
C: 2.105 -5.192 0.520
O: -1.983 -1.443 0.417
C: 1.095 -0.379 5.925
C: -0.789 2.248 1.420
O: 0.237 -1.350 -3.157
H: 1.682 -4.962 2.623
O: 4.033 3.530 -4.384
C: 1.005 -3.290 1.465
H: 5.165 4.341 -2.854
H: -3.940 -0.847 0.786
C: -2.581 1.022 -2.567
H: 2.585 -6.157 0.619
H: 1.954 -0.443 6.582
C: 2.794 2.590 -2.760
O: -1.188 0.867 1.379
H: -1.774 -2.926 -0.934

Calculated values
Energy relative to the best compared isomer or geometry (same formula, charge and spin) in kcal/mol: 10.2
Net charge: 0
Kohn-Sham gap in eV: 6.54
HOMO in eV: -7.01
LUMO level in Eh: -0.0174

---

(4)
Entry from the Open Molecules 2025 dataset: 5 unconnected molecules or ions with the total composition C49H58O8P2 at a distorted geometry (the ωB97M-V functional and the def2-TZVPD basis).

Element x y z (Å)
H: -3.320 -1.272 -5.654
C: -0.403 6.135 3.893
H: -2.208 1.172 -3.786
C: -3.589 -8.084 -1.196
H: -1.438 -4.791 -5.038
C: -0.854 -7.638 2.357
C: -3.998 10.050 5.458
C: -5.410 7.884 4.431
C: -0.061 -2.058 -4.728
H: -4.324 -6.352 0.169
H: -1.548 0.983 2.905
C: -1.710 -2.354 2.318
C: 1.947 -2.481 -2.358
C: 3.006 -2.696 -1.158
H: -5.961 7.038 4.034
C: 1.155 -1.118 -4.561
H: -1.893 6.952 2.576
H: 0.555 -4.240 -1.801
H: -0.020 4.999 -0.298
O: -1.959 0.962 -6.839
H: 1.092 -8.303 1.521
C: 0.456 3.965 3.294
H: 6.160 -0.187 2.301
H: 4.788 0.516 1.284
C: -1.229 5.013 1.927
C: -1.249 -0.005 2.568
H: -3.448 10.894 5.862
O: -2.352 -8.156 -0.439
H: 1.283 -0.261 -5.300
H: 4.820 -1.601 3.671
C: 1.798 6.825 -2.504
O: 0.158 -7.170 0.034
H: 3.692 -0.129 3.442
H: -3.071 -0.950 3.214
H: 1.299 6.349 1.303
H: -2.293 8.741 5.462
C: -0.384 3.938 2.186
H: -1.428 -7.237 -3.092
P: -1.380 -6.776 -0.646
P: 5.535 -1.777 0.436
C: 0.024 -8.133 1.113
C: 0.372 -1.454 1.526
H: 0.302 5.297 -2.734
C: -1.237 6.113 2.779
H: 5.086 1.495 -2.171
C: 2.146 -1.319 -3.397
C: 1.437 6.485 0.236
C: 5.158 -0.439 1.784
H: -1.990 -7.768 2.200
C: 0.689 -3.418 -2.573
H: -0.678 -6.512 2.520
H: 2.927 8.018 0.466
H: -0.168 -3.522 1.383
H: -4.008 -9.160 -1.220
O: 3.655 0.526 -4.010
H: 5.869 0.736 -0.700
C: -1.144 -6.310 -2.485
H: 3.243 8.325 -1.971
H: 3.436 -1.724 2.405
H: 6.297 -3.427 2.113
C: 5.556 0.515 -1.772
C: -5.352 10.179 5.163
H: -2.453 -3.447 -4.314
H: -0.037 -6.091 -2.719
C: 0.697 5.724 -0.664
H: 1.334 -1.601 1.045
C: -0.011 -0.186 1.956
H: -1.882 4.994 1.061
H: -2.373 -3.201 2.455
C: -6.058 9.095 4.651
C: -0.313 -3.256 -3.746
C: -2.115 -5.104 -2.877
C: 3.411 -0.383 -3.157
C: -2.103 -1.090 2.745
C: -4.054 7.758 4.717
H: 6.617 -0.293 -3.726
H: -5.273 -6.615 -1.394
O: 7.992 0.488 -2.322
H: -0.413 6.991 4.561
H: 1.120 3.129 3.493
C: -1.588 -4.176 -4.075
H: -0.380 3.079 1.522
C: 0.445 5.062 4.150
O: -1.896 -5.569 0.185
O: -1.842 1.589 -4.605
H: -0.342 -9.167 0.785
H: -2.313 -1.018 -4.144
H: -1.434 -2.767 -6.359
C: -1.070 -1.760 -5.961
H: -3.469 -7.768 -2.286
C: 6.819 0.216 -2.707
H: 5.739 -4.262 0.585
O: 2.788 -3.706 -0.388
H: 0.654 0.660 1.813
H: -3.547 6.815 4.539
C: -0.473 -2.534 1.714
C: -2.017 0.618 -5.630
H: -0.596 -8.156 3.347
H: -5.856 11.124 5.333
C: -4.720 -7.147 -0.543
C: 4.228 -1.670 -0.965
C: 4.170 -1.019 2.917
C: 4.391 -0.588 -1.895
C: 2.353 7.422 -0.235
H: -7.115 9.194 4.425
C: -2.299 -0.918 -5.294
C: 2.531 7.593 -1.605
H: 1.942 6.954 -3.571
C: 5.441 -3.437 1.336
H: -5.490 -7.844 -0.052
H: 4.429 -3.689 1.792
H: 1.097 5.081 5.017
H: -2.410 -4.421 -2.015
H: -0.522 -1.136 -6.746
H: -3.099 -5.586 -3.251
C: 0.878 5.893 -2.033
C: -3.349 8.840 5.234

Calculated values
Net charge: 0
Structure (SMILES): CCOP(=O)(CCCc1cc2c(cc1CCC(=O)O)C(=O)C(CC=O)=C(P(C)CC)C2=O)OCC.c1ccccc1.c1ccccc1.c1ccccc1.c1ccccc1
Kohn-Sham gap in eV: 6.54
HOMO in eV: -8.22
LUMO level in Eh: -0.0618

---

(5)
Entry from the Open Molecules 2025 dataset: a single C2H3N3O2 molecule at a distorted geometry (the ωB97M-V functional and the def2-TZVPD basis).

Element x y z (Å)
N: -2.174 -0.339 -0.034
N: 0.831 1.144 0.249
C: 1.125 -0.230 0.037
N: -1.037 0.012 -0.209
O: -0.001 -0.986 0.221
H: -2.250 -0.971 0.890
H: -1.258 1.976 -0.092
C: -0.398 1.211 -0.078
O: 2.340 -0.493 -0.212
H: -2.919 -0.768 -0.663

Calculated values
Energy relative to the best compared isomer or geometry (same formula, charge and spin) in kcal/mol: 118.3
Net charge: 0
Structure (SMILES): Nn1cnc(=O)o1
Kohn-Sham gap in eV: 9.87
HOMO in eV: -9.54
LUMO level in Eh: 0.0122

---

(6)
Entry from the Open Molecules 2025 dataset: a gas-phase ion, C6H7N (charge +1) at a distorted geometry (the ωB97M-V functional and the def2-TZVPD basis).

Element x y z (Å)
C: 1.082 -0.801 0.790
C: -1.730 -0.581 -1.724
H: 0.633 1.912 2.213
N: 0.627 1.377 1.356
H: -2.646 -0.317 -1.130
H: 1.533 -1.803 0.779
C: 0.062 -0.246 -0.078
C: -0.309 1.005 0.419
H: -2.088 -0.506 -2.728
H: -0.795 1.857 -0.175
H: 2.367 0.330 2.204
H: 0.185 -1.519 -2.133
C: -0.420 -0.947 -1.335
C: 1.499 0.238 1.542

Calculated values
Energy relative to the best compared isomer or geometry (same formula, charge and spin) in kcal/mol: 68.4
Net charge: +1
Kohn-Sham gap (spin up / spin down) in eV: 9.63 / 6.35
Spin multiplicity: 2
<S²>: 0.7931
HOMO (spin up / spin down) in eV: -14.22 / -14.01
LUMO level (spin up / spin down) in Eh: -0.1688 / -0.2814

---

(7)
Entry from the Open Molecules 2025 dataset: 10 unconnected molecules or ions with the total composition C6H31NO10 at a distorted geometry (the ωB97M-V functional and the def2-TZVPD basis).

Element x y z (Å)
H: 1.836 -3.381 0.959
O: -0.740 -1.129 2.822
H: 2.764 1.826 3.058
O: -1.313 -2.401 0.693
H: 1.832 -2.617 -2.142
H: -0.171 -0.716 3.511
O: -1.677 1.022 2.067
H: -0.953 -2.677 1.523
H: 1.133 1.133 3.326
H: 1.895 3.434 1.649
N: 1.376 1.303 1.310
H: -3.274 -0.658 -2.619
O: 1.300 -2.648 1.292
H: -1.802 -4.317 -1.288
H: -0.845 0.788 1.603
O: -1.683 2.759 -1.234
H: 0.492 -0.997 -2.695
H: -0.071 -0.135 -0.435
H: 2.422 -0.453 0.591
H: -0.031 2.731 -1.866
H: 2.436 0.108 2.759
H: -2.799 0.636 0.596
C: 2.305 -1.675 -1.987
O: -3.402 -1.163 -1.902
C: 1.370 -0.529 -2.157
O: -2.652 0.435 -0.277
H: -1.791 1.991 1.935
H: -1.406 -1.465 0.696
H: 0.326 1.195 -1.403
H: 1.100 -2.029 0.572
H: 0.329 2.078 -3.169
C: 1.996 1.044 2.704
H: -2.236 3.113 -1.882
O: -1.394 -3.511 -1.673
O: 0.633 2.533 -2.518
H: -3.103 -0.372 -0.350
H: 0.130 2.994 1.183
H: -1.193 -3.172 -0.835
H: -2.880 -1.979 -2.066
H: 1.791 0.299 -2.782
C: 1.885 0.440 0.165
H: 1.395 2.802 0.034
H: 2.846 0.971 -0.389
C: 1.189 2.703 1.111
C: 0.841 0.243 -0.936
O: 3.447 -1.649 -1.830
H: -1.631 -0.798 3.073
H: -2.021 1.891 -0.797

Calculated values
Energy relative to the best compared isomer or geometry (same formula, charge and spin) in kcal/mol: 116.1
Net charge: 0
Structure (SMILES): CN(C)CCCC=O.O.O.O.O.O.O.O.O.O
Kohn-Sham gap in eV: 8.79
HOMO in eV: -8.52
LUMO level in Eh: 0.0100